Below is the molecule C3H5NO3 at a distorted geometry, with properties calculated with ωB97M-V/def2-TZVPD.

Output
- energy relative to the best compared isomer or geometry (same formula, charge and spin) (kcal/mol) = 23.7
- SMILES string = O=CNCC(=O)O
- strongest force on any atom (eV/A) = 1.75
- gap between HOMO and LUMO (eV) = 10.52

Last column: Löwdin charge in e.
Element x y z (Å)
1 C 0.142 -1.555 1.480  -0.369
2 N -0.099 -0.361 0.893  0.032
3 C -0.885 -0.072 -0.247  -0.109
4 C -0.244 0.821 -1.292  -0.505
5 O 0.807 1.532 -0.794  0.095
6 O -0.727 1.039 -2.356  0.131
7 O 0.907 -1.672 2.403  0.030
8 H -0.295 -2.411 0.962  0.132
9 H 0.248 0.341 1.529  0.153
10 H -1.371 -0.905 -0.744  0.140
11 H -1.771 0.529 0.019  0.143
12 H 1.467 1.620 -1.494  0.127

***

Below is a structure of composition C27H21LaN6O4 at a distorted geometry, with properties calculated with ωB97M-V/def2-TZVPD.

Output
- energy relative to the best compared isomer or geometry (same formula, charge and spin) (kcal/mol) = 9.8
- strongest force on any atom (eV/A) = 2.82
- gap between HOMO and LUMO (eV) = 6.96

Last column: Löwdin charge in e.
Element x y z (Å)
1 La -0.882 -0.727 -1.211  2.111
2 C -0.544 2.313 5.475  -0.051
3 C -0.203 1.638 4.169  -0.277
4 C 0.883 0.778 4.043  -0.036
5 C 1.183 0.130 2.852  -0.011
6 C 0.413 0.305 1.698  -0.243
7 N 0.713 -0.293 0.472  -0.189
8 C 1.776 -1.220 0.412  -0.315
9 C 3.068 -0.813 0.087  -0.009
10 C 4.120 -1.713 0.016  -0.025
11 C 3.924 -3.072 0.262  -0.260
12 C 5.062 -4.057 0.148  -0.044
13 C 2.638 -3.495 0.569  0.023
14 C 1.591 -2.587 0.647  -0.133
15 N 0.282 -3.121 0.971  -0.081
16 C -0.046 -3.986 1.948  -0.043
17 C -1.375 -4.307 1.802  -0.034
18 C -1.789 -3.576 0.680  -0.125
19 N -0.786 -2.868 0.178  -0.085
20 C -0.687 1.176 1.841  -0.126
21 C -0.982 1.812 3.035  0.010
22 N -1.604 1.487 0.735  -0.093
23 C -1.947 2.719 0.289  -0.040
24 C -2.984 2.593 -0.603  -0.021
25 C -3.234 1.216 -0.659  -0.148
26 N -2.417 0.544 0.162  -0.104
27 H 0.331 2.379 6.123  0.076
28 H -0.914 3.328 5.319  0.078
29 H -1.315 1.768 6.024  0.082
30 H 1.528 0.611 4.901  0.115
31 H 2.052 -0.517 2.803  0.112
32 H 3.227 0.244 -0.091  0.124
33 H 5.112 -1.353 -0.236  0.119
34 H 6.016 -3.584 0.383  0.080
35 H 4.931 -4.903 0.823  0.079
36 H 5.137 -4.457 -0.866  0.087
37 H 2.436 -4.548 0.735  0.127
38 H 0.694 -4.286 2.674  0.136
39 H -1.960 -4.966 2.421  0.103
40 H -2.760 -3.540 0.208  0.119
41 H -1.857 2.454 3.069  0.129
42 H -1.418 3.586 0.653  0.143
43 H -3.472 3.377 -1.157  0.119
44 H -3.972 0.674 -1.235  0.129
45 O -2.372 4.073 -6.451  -0.026
46 C -1.445 4.285 -5.639  -0.690
47 O -0.739 5.305 -5.456  -0.041
48 C -1.199 3.167 -4.667  -0.076
49 C -0.228 3.290 -3.678  0.016
50 C -0.041 2.272 -2.776  -0.131
51 N -0.747 1.130 -2.833  -0.094
52 C -1.686 0.983 -3.812  -0.198
53 C -1.935 1.977 -4.720  0.079
54 C -2.477 -0.320 -3.860  -0.563
55 O -3.424 -0.450 -4.573  0.121
56 O -2.022 -1.264 -2.986  -0.369
57 H 0.342 4.210 -3.650  0.120
58 H 0.694 2.340 -1.982  0.108
59 H -2.691 1.862 -5.485  0.135

***

Below is the molecule C4H5N3 at a distorted geometry, with properties calculated with ωB97M-V/def2-TZVPD.

Output
- energy relative to the best compared isomer or geometry (same formula, charge and spin) (kcal/mol) = 111.4
- SMILES string = [H]/N=N/c1ccc[nH]1
- strongest force on any atom (eV/A) = 6.47
- gap between HOMO and LUMO (eV) = 8.38

Last column: Löwdin charge in e.
Element x y z (Å)
1 C -0.255 -0.543 -0.029  -0.296
2 C 0.202 0.307 1.105  -0.018
3 C 0.698 1.493 0.383  -0.181
4 C 0.344 1.540 -0.923  -0.174
5 H -0.537 -3.401 0.555  0.006
6 H 0.383 -0.329 2.002  0.092
7 H 0.720 2.546 1.096  0.160
8 H 0.562 2.417 -1.594  0.121
9 H -0.910 0.139 -2.209  0.228
10 N -0.301 -2.556 0.946  0.080
11 N -0.678 -1.886 -0.068  -0.036
12 N -0.226 0.273 -1.265  0.020

***

Below is a structure of composition C3H3CsLiO4 at a distorted geometry, with properties calculated with ωB97M-V/def2-TZVPD.

Output
- energy relative to the best compared isomer or geometry (same formula, charge and spin) (kcal/mol) = 97.3
- strongest force on any atom (eV/A) = 1.27
- multiplicity = 2
- gap between HOMO and LUMO (alpha / beta) (eV) = 2.11 / 1.01

Last column: Löwdin charge in e.
Element x y z (Å)
1 O 4.495 2.649 1.435  -0.943
2 O -0.375 1.072 -0.138  0.065
3 C -1.624 0.583 -0.041  -0.788
4 C 0.628 0.242 -0.607  -0.193
5 O -2.535 1.360 0.259  -0.023
6 O -1.811 -0.660 -0.237  -0.305
7 C 1.401 -0.469 0.220  0.020
8 H 0.791 0.309 -1.686  0.132
9 H 2.208 -1.071 -0.200  0.071
10 H 1.210 -0.486 1.295  0.090
11 Li -3.742 -0.219 0.161  0.828
12 Cs -0.646 -3.311 -0.460  1.047

***

Below is a cluster of 11 separate species, C19H60N12O11 in total at a distorted geometry, with properties calculated with ωB97M-V/def2-TZVPD.

Output
- energy relative to the best compared isomer or geometry (same formula, charge and spin) (kcal/mol) = 85.0
- SMILES string = NC(N)=O.NC(N)=O.NC(N)=O.NC(N)=O.NC(N)=O.NC(N)=O.CC(C)O.CC(C)O.CC(C)O.CC(C)O.CO
- strongest force on any atom (eV/A) = 11.63
- gap between HOMO and LUMO (eV) = 8.41

Last column: Löwdin charge in e.
Element x y z (Å)
1 C -2.454 -0.306 -1.627  -0.125
2 O -1.611 -1.382 -1.733  -0.233
3 H -3.473 -0.523 -1.932  0.111
4 H -2.020 0.437 -2.292  0.074
5 H -2.442 0.135 -0.685  0.050
6 H -2.071 -2.140 -1.287  0.011
7 C 0.553 0.847 -3.554  -0.661
8 O -0.611 1.280 -4.126  -0.100
9 N 0.640 -0.260 -2.927  0.190
10 N 1.671 1.458 -3.433  0.109
11 H -0.175 -0.864 -2.663  0.083
12 H 1.526 -0.607 -2.505  0.085
13 H 1.777 2.480 -3.700  0.173
14 H 2.491 0.893 -3.582  0.128
15 C 0.391 -0.146 1.072  -0.523
16 O 1.471 0.604 1.602  -0.118
17 N 0.372 -1.033 0.078  0.133
18 N -0.685 -0.273 1.720  0.194
19 H 1.294 -1.154 -0.418  0.086
20 H -0.521 -1.082 -0.542  0.112
21 H -0.763 0.414 2.465  0.114
22 H -1.564 -0.893 1.569  0.107
23 C -0.269 -4.457 1.017  -0.538
24 O -0.133 -5.472 2.014  -0.131
25 N -0.484 -4.588 -0.286  0.147
26 N -0.111 -3.211 1.357  0.092
27 H -0.334 -5.474 -0.694  0.129
28 H -0.426 -3.851 -0.992  0.074
29 H 0.286 -3.175 2.316  0.171
30 H 0.072 -2.381 0.752  0.032
31 C 3.903 2.113 -0.687  -0.634
32 O 4.535 2.159 0.571  -0.128
33 N 2.733 1.497 -0.845  0.131
34 N 4.359 2.653 -1.715  0.195
35 H 2.175 1.153 -0.048  0.070
36 H 2.340 1.586 -1.818  0.067
37 H 5.134 3.306 -1.500  0.162
38 H 3.864 2.755 -2.542  0.080
39 C 0.173 -3.500 -3.536  -0.573
40 O 0.716 -3.112 -2.297  -0.133
41 N 0.796 -4.385 -4.216  0.173
42 N -1.070 -3.289 -3.898  0.181
43 H 1.839 -4.364 -4.177  0.155
44 H 0.413 -4.820 -5.056  0.132
45 H -1.478 -2.516 -3.387  0.083
46 H -1.418 -3.242 -4.881  0.153
47 C -3.353 -2.605 0.588  -0.488
48 O -4.752 -2.257 0.492  -0.155
49 N -2.718 -3.249 -0.413  0.125
50 N -2.593 -2.305 1.613  0.140
51 H -3.220 -3.787 -1.182  0.185
52 H -1.831 -3.715 -0.214  0.027
53 H -3.045 -1.807 2.361  0.091
54 H -1.568 -2.668 1.680  0.085
55 C 2.236 4.605 0.877  -0.047
56 C 1.966 4.134 2.302  -0.623
57 C 1.504 5.390 3.096  -0.042
58 O 1.196 3.146 2.402  -0.016
59 H 3.183 5.162 0.726  0.095
60 H 1.337 5.180 0.558  0.089
61 H 2.484 3.742 0.277  0.030
62 H 2.921 3.786 2.671  0.137
63 H 0.709 5.794 2.450  0.061
64 H 2.192 6.301 3.222  0.095
65 H 1.175 5.196 4.193  0.101
66 H 1.665 2.346 2.055  0.098
67 C -2.873 3.265 -0.154  0.006
68 C -1.458 3.009 0.427  -0.595
69 C -0.394 2.790 -0.663  -0.011
70 O -1.007 3.873 1.202  0.006
71 H -3.702 3.479 0.466  0.065
72 H -3.128 2.397 -0.633  0.025
73 H -2.925 3.999 -0.937  0.081
74 H -1.428 2.132 1.093  0.111
75 H -0.688 1.951 -1.297  0.057
76 H 0.586 2.495 -0.307  0.041
77 H -0.373 3.680 -1.218  0.079
78 H -0.295 3.489 1.705  0.048
79 C 2.784 -3.019 0.114  -0.044
80 C 3.404 -1.911 -0.607  -0.590
81 C 4.647 -2.479 -1.469  -0.002
82 O 2.669 -1.284 -1.407  -0.097
83 H 2.267 -3.807 -0.469  0.089
84 H 2.073 -2.757 0.892  0.060
85 H 3.610 -3.569 0.610  0.107
86 H 3.762 -1.205 0.088  0.140
87 H 5.206 -1.760 -2.061  0.067
88 H 4.240 -3.243 -2.102  0.056
89 H 5.364 -2.990 -0.783  0.084
90 H 2.937 -0.354 -1.242  0.086
91 C -4.400 -0.553 4.202  0.009
92 C -4.053 0.593 3.113  -0.593
93 C -3.077 1.568 3.639  -0.039
94 O -3.562 0.192 2.039  -0.014
95 H -3.505 -1.075 4.433  0.062
96 H -5.231 -1.174 3.868  0.083
97 H -4.830 -0.179 5.066  0.043
98 H -4.892 1.136 2.811  0.132
99 H -2.777 2.377 2.943  0.091
100 H -2.187 0.984 3.929  0.082
101 H -3.444 1.971 4.606  0.098
102 H -4.202 0.315 1.386  0.099